# 1
{
  "formula": "C4H4Cl2N2",
  "method": "ωB97M-V/def2-TZVPD",
  "homo_energy_ev": -10.81,
  "homo_lumo_gap_ha": 0.4163,
  "total_energy_ha": -1184.6629,
  "smiles": "N#C[C@@]1(C(Cl)Cl)CN1",
  "e_lumo_ev": 0.516,
  "charge": 0,
  "de_lowest_kj_mol": 40.2,
  "symbols": ["N", "C", "C", "C", "Cl", "Cl", "C", "N", "H", "H", "H", "H"],
  "coordinates": [[2.263, 0.774, 1.357], [1.605, 0.393, 0.486], [0.713, -0.030, -0.573], [-0.771, -0.173, -0.243], [-1.384, 1.417, 0.322], [-1.072, -1.396, 0.997], [1.010, 0.263, -2.022], [1.328, -1.058, -1.441], [-1.420, -0.476, -1.062], [1.871, 0.891, -2.282], [0.170, 0.309, -2.724], [0.669, -1.811, -1.656]],
  "forces_ev_per_a": [[-0.617, -0.503, -1.010], [0.301, 0.873, 1.120], [-0.411, -0.887, -1.232], [0.023, 0.550, 0.683], [0.061, -0.215, -0.169], [0.185, -0.194, 0.198], [0.246, -0.593, 0.133], [-0.230, 0.523, 0.095], [0.545, 0.187, -0.323], [-0.355, -0.391, 0.194], [0.186, 0.190, 0.448], [0.065, 0.461, -0.138]]
}

# 2
{
  "formula": "C4H4S",
  "method": "ωB97M-V/def2-TZVPD",
  "homo_energy_ev": -8.41,
  "homo_lumo_gap_ha": 0.3089,
  "total_energy_ha": -552.8578,
  "smiles": "C=C=S.C#C",
  "e_lumo_ev": -0.002,
  "charge": 0,
  "de_lowest_kj_mol": 352.3,
  "symbols": ["C", "C", "S", "H", "H", "C", "C", "H", "H"],
  "coordinates": [[0.869, -0.850, -0.193], [1.146, -0.425, -1.383], [1.484, 0.085, -2.817], [1.244, -0.339, 0.678], [0.326, -1.756, -0.011], [-1.072, 1.288, 1.246], [-1.441, 0.341, 0.617], [-0.655, 2.096, 1.775], [-1.900, -0.441, 0.087]],
  "forces_ev_per_a": [[0.545, -0.246, 0.321], [0.218, 0.038, -0.639], [-0.104, -0.014, 0.196], [0.056, 0.177, 0.027], [-0.198, -0.293, -0.136], [-0.038, -0.284, -0.161], [-0.509, 0.615, 0.409], [0.129, 0.414, 0.275], [-0.099, -0.407, -0.292]]
}

Q: Number 1 is which compound?
A: C4H4Cl2N2